{"formula": "C4H8NO", "method": "ωB97M-V with the def2-TZVPD basis set", "symbols": ["C", "C", "C", "C", "N", "O", "H", "H", "H", "H", "H", "H", "H", "H"], "positions_angstrom": [[-0.572, 1.249, -0.029], [-1.634, 0.337, 0.101], [-1.100, -1.118, -0.164], [2.206, 0.151, 0.088], [0.895, -0.101, -0.357], [0.256, -1.136, 0.203], [-0.444, 2.280, -0.285], [-1.950, 0.434, 1.160], [-2.533, 0.536, -0.494], [-1.599, -1.879, 0.435], [-1.218, -1.338, -1.232], [2.280, 0.379, 1.155], [2.624, 0.965, -0.498], [2.789, -0.759, -0.083]], "nbo_charge": [0.297, -0.642, -0.058, -0.492, 0.090, -0.261, 0.225, 0.312, 0.291, 0.248, 0.218, 0.255, 0.255, 0.261], "max_force_ev_per_a": 5.29, "e_homo_ev": [-14.30, -14.93], "e_tot_ha": -286.720070, "charge": 1, "lumo_ev": [-6.884, -5.713], "relative_energy_ev": 6.052}